{"formula": "C7H13NO2", "method": "wB97M-V/def2-TZVPD", "elements": ["C", "C", "C", "N", "C", "C", "O", "C", "C", "O", "H", "H", "H", "H", "H", "H", "H", "H", "H", "H", "H", "H", "H"], "positions_angstrom": [[-0.1541, 0.0244, -2.5193], [-0.9375, 0.2640, -1.4763], [-2.3346, 0.7824, -1.6429], [-0.6765, -0.0383, 0.0570], [0.6641, -0.2447, 0.4004], [1.5343, 1.0051, 0.3417], [1.2371, -1.3777, -0.1414], [0.3871, -0.5946, 2.0937], [0.9891, -1.6045, 2.7045], [-0.3764, 0.3045, 2.7803], [0.8945, -0.2224, -2.4939], [-0.5342, 0.1087, -3.5280], [-2.5847, 0.9263, -2.6939], [-3.0568, 0.0827, -1.2186], [-2.4501, 1.7394, -1.1316], [-1.2841, -0.8021, 0.3318], [1.6974, 1.3303, -0.6824], [1.0705, 1.8148, 0.8987], [2.4910, 0.7709, 0.8059], [1.7004, -1.1474, -0.9562], [1.6061, -2.2860, 2.1476], [0.9131, -1.7396, 3.7728], [-0.7957, 0.9038, 2.1499]], "mulliken_charge": [-1.194, 0.983, -1.248, -0.175, 0.531, -1.234, -0.534, 0.332, -0.976, -0.576, 0.138, 0.275, 0.400, 0.301, 0.278, 0.338, 0.367, 0.317, 0.366, 0.367, 0.277, 0.311, 0.355], "total_charge": 0, "e_tot_ha": -479.6797, "e_lumo_ev": 0.72, "de_lowest_kj_mol": 306.7, "e_homo_ev": -8.7, "smiles": "C=C(C)N[C@](C)(O)C(=C)O"}